Entry from the Open Molecules 2025 dataset: a structure of composition C9H31F2N11O6Sr in a non-equilibrium geometry (ωB97M-V/def2-TZVPD).

Properties
**Energy above the lowest of the compared OMol25 structures with the same formula, charge and spin**: 0.0 kJ/mol
**Electronic energy**: -1646.1509 hartree
**Gap between HOMO and LUMO**: 8.968 eV
**Charge**: 0
**HOMO level**: -8.58 eV
**LUMO energy**: 0.39 eV

The geometry in XYZ format:
```
60
Properties=species:S:1:pos:R:3:forces:R:3:nbo_charge:R:1
Sr -0.173769 -0.157265 -0.252531 -0.3 -0.4 0.0 1.838
F -2.222019 0.746210 -1.295987 0.2 -0.1 0.0 -0.886
F 2.063943 -0.012391 1.203198 -0.5 -0.2 0.1 -0.859
C -0.241900 3.821597 -1.540422 -0.2 1.3 -0.2 -0.622
C 0.655754 3.485297 -0.363306 0.5 -0.7 -0.7 -0.062
C 0.062486 3.870698 0.996771 -0.2 -0.3 -1.1 -0.072
O 1.013329 4.591151 1.734753 0.2 0.1 0.1 -0.538
C 0.641261 4.770277 3.078761 -0.1 0.3 -0.1 -0.244
N 0.982641 2.052275 -0.430021 0.3 0.6 0.9 -0.930
H 0.286347 3.667696 -2.483334 -0.1 -0.4 0.0 0.208
H -0.457836 4.900919 -1.541499 0.1 -0.1 0.2 0.198
H -1.228706 3.357898 -1.556389 0.2 -0.6 0.1 0.235
H 1.604139 4.019473 -0.501586 -0.3 0.5 0.2 0.181
H -0.270734 2.963777 1.513534 0.0 0.0 0.1 0.180
H -0.822719 4.471411 0.746766 0.0 0.2 0.6 0.162
H -0.348544 5.237468 3.159412 -0.1 -0.1 0.0 0.161
H 1.352570 5.466365 3.520218 0.1 -0.2 0.1 0.186
H 0.631495 3.818635 3.618744 0.0 0.0 0.1 0.168
H 1.336887 1.759183 -1.335438 0.1 0.4 -0.1 0.398
H 1.693550 1.835276 0.269310 0.0 -0.2 -0.1 0.402
C 1.891967 -2.970044 -1.311925 0.5 -0.7 -0.2 0.797
O 1.644292 -1.789627 -1.199599 0.2 0.3 0.2 -0.676
N 0.937555 -3.945579 -1.272968 -0.1 0.3 -0.1 -0.867
N 3.159221 -3.466177 -1.544848 -0.7 0.1 0.1 -0.857
H 0.005840 -3.595780 -1.100971 -0.1 -0.1 0.0 0.434
H 1.191655 -4.905558 -1.137748 -0.2 0.0 0.1 0.379
H 3.947892 -2.855425 -1.466262 0.1 0.0 -0.1 0.411
H 3.239079 -4.435163 -1.787740 0.5 0.1 0.0 0.381
C -2.371994 -2.447810 -1.457847 -0.5 0.8 0.3 0.796
O -1.247068 -2.005060 -1.676875 0.4 -0.8 -0.5 -0.742
N -3.307740 -1.626973 -0.917311 0.1 -0.6 -0.2 -0.858
N -2.729131 -3.741118 -1.728119 0.0 0.5 0.2 -0.858
H -3.030344 -0.633059 -1.054038 -0.2 0.4 0.2 0.466
H -4.271396 -1.906927 -0.952510 -0.1 0.2 0.0 0.369
H -3.598802 -4.070040 -1.355952 0.0 -0.4 -0.3 0.392
H -2.096730 -4.299829 -2.267118 -0.1 -0.2 0.1 0.406
C 0.123552 0.190724 -3.773776 -0.8 -0.2 -0.7 0.803
O 0.665951 0.427727 -2.702819 0.5 0.0 0.1 -0.745
N 0.818031 -0.280092 -4.852996 0.1 0.2 0.2 -0.846
N -1.209429 0.372923 -3.928626 0.4 0.3 0.6 -0.857
H 0.353638 -0.557324 -5.695214 0.1 -0.1 0.0 0.386
H 1.798211 -0.444969 -4.723702 0.0 -0.1 -0.1 0.407
H -1.709629 0.296097 -4.790821 0.0 0.0 -0.1 0.383
H -1.644497 0.683584 -3.053407 -0.5 -0.1 0.0 0.464
C 0.155597 -2.820889 1.985461 0.5 -0.1 -0.3 0.792
O -0.522452 -2.243903 1.131818 0.0 -0.3 0.2 -0.750
N -0.317101 -3.943222 2.597631 0.3 0.1 0.3 -0.845
N 1.416834 -2.422533 2.299994 -1.2 0.1 -0.7 -0.863
H -1.211477 -4.298538 2.323469 0.0 0.0 0.1 0.407
H 0.285904 -4.432578 3.230275 -0.3 -0.3 0.1 0.384
H 1.671284 -1.543973 1.812352 0.8 0.1 0.3 0.464
H 1.959263 -2.856706 3.018982 0.1 0.1 0.1 0.383
C -0.501666 0.829939 3.179850 -0.1 0.1 -0.5 0.780
O -1.083563 0.458176 2.157740 0.4 0.3 -0.1 -0.724
N 0.827597 0.762588 3.381349 -0.3 -0.3 -0.1 -0.858
N -1.213831 1.434393 4.195840 0.0 0.2 0.7 -0.869
H 1.425588 0.453419 2.576762 0.1 0.1 0.1 0.465
H 1.191714 1.233892 4.189005 0.2 0.1 -0.1 0.381
H -2.179652 1.635617 4.007778 -0.1 -0.4 -0.1 0.399
H -1.022336 1.093871 5.123933 0.0 0.2 0.1 0.381
```
Forces are in eV/Å.

---

Entry from the Open Molecules 2025 dataset: a structure of composition C9H31FN11O6V in a non-equilibrium geometry (ωB97M-V/def2-TZVPD).

Properties
**Energy above the lowest of the compared OMol25 structures with the same formula, charge and spin**: 305.6 kJ/mol
**Electronic energy**: -2458.8067 hartree
**⟨S²⟩**: 2.0159
**Spin multiplicity**: 3
**Gap between HOMO and LUMO (spin up / spin down)**: 3.986 / 5.050 eV
**Charge**: +2
**HOMO level (spin up / spin down)**: -13.46 / -13.46 eV
**LUMO energy (spin up / spin down)**: -9.48 / -8.41 eV

The geometry in XYZ format:
```
59
Properties=species:S:1:pos:R:3:forces:R:3:nbo_charge:R:1
V -0.676443 -0.931528 2.490055 0.0 5.0 -3.6 1.975
F -0.720193 0.136935 0.756856 -0.1 -1.9 2.7 -0.662
C 1.055212 -1.867706 -1.523525 -0.6 0.7 0.2 -0.624
C 1.294404 -1.862086 -3.035803 -0.2 -0.7 0.0 -0.086
C 1.810403 -0.511041 -3.568222 -0.3 0.2 0.6 -0.077
O 0.834907 0.525162 -3.457202 0.1 -0.1 0.1 -0.584
C -0.244778 0.531825 -4.397434 0.6 -0.1 0.3 -0.244
N 2.090224 -3.015349 -3.513613 0.4 0.9 0.0 -0.810
H 0.077746 -1.403522 -1.353944 0.0 0.2 0.0 0.208
H 1.746574 -1.239604 -0.959667 0.3 -0.4 0.1 0.210
H 0.919367 -2.858477 -1.086442 0.6 -0.2 -0.3 0.201
H 0.276894 -2.050680 -3.386009 0.2 0.2 -0.7 0.186
H 2.266824 -0.572063 -4.560659 -0.5 -0.2 -0.3 0.187
H 2.635222 -0.153156 -2.944010 0.1 -0.2 0.2 0.174
H 0.174417 0.609889 -5.401056 -0.3 0.1 -0.1 0.187
H -0.841850 1.398394 -4.126496 0.0 0.0 -0.3 0.204
H -0.865045 -0.362139 -4.313878 0.0 -0.1 0.0 0.170
H 3.014624 -3.021547 -3.085162 -0.1 0.0 0.4 0.350
H 2.337009 -2.768106 -4.470427 -0.2 -0.5 -0.2 0.356
C 2.848326 1.489002 -0.250650 -0.6 1.1 0.9 0.793
O 3.125662 1.154026 0.905743 -0.2 -0.4 -0.1 -0.750
N 1.621260 1.380029 -0.841116 0.1 -0.2 -0.2 -0.860
N 3.688317 2.222035 -1.009887 0.4 -0.5 0.1 -0.819
H 1.652208 1.333662 -1.848169 -0.7 0.1 -0.1 0.414
H 0.840257 0.906910 -0.420519 0.4 -0.4 0.3 0.408
H 3.382277 2.495653 -1.922780 0.4 0.4 -0.1 0.401
H 4.592828 2.449207 -0.635064 0.0 0.0 -0.3 0.420
C -2.723608 1.657260 3.234440 -1.5 1.4 -1.5 0.818
O -1.979611 0.642691 3.198578 0.5 -2.4 0.5 -0.777
N -3.706246 1.854208 4.134549 1.0 -1.5 0.7 -0.788
N -2.681416 2.579813 2.260131 0.7 -0.9 1.0 -0.764
H -3.864243 1.098817 4.782488 -0.1 0.2 0.2 0.419
H -4.325701 2.643379 4.168045 0.0 0.1 -0.2 0.431
H -2.012521 2.423304 1.522628 -0.1 0.6 -0.1 0.433
H -3.188863 3.427690 2.438747 0.2 0.3 -0.8 0.422
C -1.019849 -3.865678 0.974541 0.5 -1.3 -2.1 0.828
O -0.822468 -2.677836 1.349010 -0.1 2.0 2.0 -0.777
N -0.163327 -4.862862 1.259529 0.0 0.9 0.8 -0.772
N -1.956191 -4.220952 0.071301 0.4 0.2 1.2 -0.767
H -0.204785 -5.735122 0.765256 0.1 -0.1 0.0 0.427
H 0.676233 -4.654034 1.775168 -0.1 -0.1 0.1 0.426
H -2.553055 -3.606774 -0.455202 0.0 0.2 0.3 0.444
H -2.044289 -5.218166 0.001605 -0.5 0.0 -0.6 0.415
C 1.481546 0.977410 4.007215 1.6 -0.4 0.9 0.813
O 0.656187 0.524169 3.157929 -1.1 -2.2 -0.8 -0.741
N 1.150791 1.246637 5.275101 0.0 0.4 0.1 -0.784
N 2.777611 1.142697 3.723393 -0.9 -0.3 -0.7 -0.763
H 0.269378 1.082134 5.727030 -0.2 0.0 -0.4 0.425
H 1.849318 1.761020 5.781517 -0.2 0.0 0.5 0.414
H 3.116238 0.942631 2.783774 -0.1 0.3 -0.4 0.476
H 3.425185 1.471528 4.414430 0.1 0.1 0.1 0.413
C -3.022834 2.156929 -1.358389 -0.6 2.0 0.4 0.760
O -3.859448 2.884547 -1.874962 0.4 -1.1 -0.3 -0.625
N -3.297189 1.115285 -0.546404 0.0 -1.3 0.8 -0.865
N -1.686552 2.476613 -1.373751 -0.3 0.2 -0.6 -0.873
H -2.553738 0.769749 0.034051 0.0 -0.4 -0.2 0.382
H -4.203328 0.695051 -0.454456 -0.2 0.4 -0.2 0.410
H -1.467370 3.198337 -2.039878 0.4 0.1 0.3 0.421
H -1.002509 2.053804 -0.778333 0.3 -0.1 -0.3 0.388
```
Forces are in eV/Å.

---

Entry from the Open Molecules 2025 dataset: a structure of composition C9H32Ba3O9 in a non-equilibrium geometry (ωB97M-V/def2-TZVPD).

Properties
**Electronic energy**: -1113.7736 hartree
**Gap between HOMO and LUMO**: 2.260 eV
**Charge**: +4
**HOMO level**: -14.21 eV
**LUMO energy**: -11.95 eV

The geometry in XYZ format:
```
53
Properties=species:S:1:pos:R:3:forces:R:3:nbo_charge:R:1
Ba -2.699129 3.251414 8.447405 0.0 0.1 0.0 0.892
Ba -3.622799 -2.963906 4.909365 0.2 -0.3 -0.4 1.854
Ba -0.660319 7.815324 3.417435 0.0 0.0 -0.2 1.690
O -0.854359 -0.352226 1.526155 -2.2 4.2 -1.2 -0.484
C -1.284649 0.873404 0.845945 3.1 -5.7 0.3 -0.130
C -2.092359 2.018634 1.597885 -0.8 3.3 4.3 -0.100
O -1.660869 2.598744 2.812775 0.0 -1.7 -2.8 -0.543
H -1.842349 0.556384 -0.035285 -1.1 0.3 0.3 0.210
H -0.363259 1.250124 0.401845 0.3 1.0 0.7 0.224
H -3.079729 1.631904 1.850155 -0.1 -1.0 -0.3 0.192
H -2.271289 2.835434 0.898655 0.5 -0.3 -0.8 0.187
C 0.974591 -6.989986 3.489845 1.6 0.0 -1.3 -0.252
O 0.228831 -6.832126 4.645545 -1.3 0.3 0.9 -0.754
H 1.988641 -7.327426 3.704195 0.2 0.2 0.1 0.183
H 0.635821 -7.672256 2.710205 -0.8 -0.3 0.3 0.176
H 1.046661 -6.023126 2.991755 0.1 0.1 0.2 0.164
H 0.360701 -7.548526 5.270825 0.2 -0.2 -0.2 0.485
C -2.287119 8.774594 -3.005065 0.6 -0.4 -1.5 -0.240
O -2.754979 8.140914 -1.875155 -0.7 -0.7 2.5 -0.754
H -1.578049 9.544764 -2.701495 -0.3 0.2 -0.1 0.180
H -1.737679 8.027634 -3.578015 0.3 0.3 -0.5 0.163
H -3.107109 9.136864 -3.625145 0.2 0.4 0.0 0.183
H -3.274609 7.361614 -2.085555 0.0 0.2 -0.3 0.471
C 6.927351 -1.476776 2.037745 2.5 0.1 -1.2 -0.239
O 5.725771 -1.956136 2.444605 -2.5 -0.6 1.0 -0.725
H 7.748141 -1.943036 2.582735 0.0 -0.1 0.2 0.173
H 7.085161 -1.761366 0.997455 0.3 0.3 -0.2 0.166
H 7.069201 -0.400706 2.137995 -0.4 0.2 0.0 0.154
H 5.240421 -2.281226 1.682785 0.0 0.0 0.2 0.471
C -7.542519 -1.358936 -0.365835 -1.3 0.5 0.4 -0.262
O -7.531419 -1.771056 1.022805 1.1 -0.6 -0.2 -0.769
H -8.029689 -0.388436 -0.271605 0.1 0.2 -1.0 0.178
H -6.591799 -1.273536 -0.892065 0.4 -0.1 0.9 0.185
H -8.138119 -2.031796 -0.982785 -0.1 0.0 0.1 0.192
H -8.402829 -2.125436 1.214195 0.0 0.0 -0.1 0.479
C 4.881151 4.340554 -2.071505 -0.1 -0.5 0.8 -0.250
O 5.002791 5.616364 -1.441705 0.2 0.0 0.0 -0.728
H 5.328191 4.257094 -3.062105 -0.1 0.5 0.0 0.188
H 5.412581 3.640924 -1.426375 0.2 0.0 -0.1 0.178
H 3.864711 3.947804 -2.097805 -0.2 0.3 -0.2 0.152
H 4.192561 6.129424 -1.398185 -0.1 -0.4 -0.5 0.460
C 3.334841 -1.792276 -3.197475 0.9 0.8 0.1 -0.267
O 3.030311 -2.590336 -2.036215 0.0 0.5 -1.0 -0.709
H 4.048421 -2.261006 -3.875105 -0.5 -0.8 0.1 0.205
H 2.488961 -1.387056 -3.752785 -0.4 -0.6 0.0 0.164
H 3.906021 -0.896556 -2.953495 0.0 0.3 0.7 0.156
H 2.393881 -2.073576 -1.536685 0.0 -0.1 0.1 0.452
C -2.037699 -4.446246 -2.863275 -0.8 0.3 -2.0 -0.247
O -1.607839 -4.870566 -1.627485 0.3 0.3 1.5 -0.699
H -2.688109 -3.573466 -2.805645 -0.4 0.1 0.2 0.139
H -1.209829 -4.110906 -3.487995 0.2 -0.4 -0.3 0.166
H -2.604419 -5.246056 -3.339965 0.2 0.1 -0.1 0.194
H -1.360779 -4.023866 -1.248475 0.5 -0.4 0.8 0.448
```
Forces are in eV/Å.